50
Properties=species:S:1:pos:R:3 method="wB97M-V/def2-TZVPD" spin_multiplicity=1 e_homo_ev="-14.31 / -14.32" total_charge=+2 e_lumo_ev="-8.93 / -8.56" gap_ev="5.38 / 5.76"
P 0.04 -1.71 -2.10
P -0.09 1.92 -2.14
C -0.24 -0.63 -3.50
C 0.30 0.80 -3.51
H -1.31 -0.65 -3.78
H 0.31 -1.18 -4.26
H 1.38 0.85 -3.79
H -0.23 1.34 -4.30
C -1.81 2.41 -2.27
H -2.05 3.02 -1.38
H -2.47 1.53 -2.27
H -1.97 3.00 -3.19
C 1.00 3.34 -2.16
H 0.84 3.93 -3.07
H 2.04 3.01 -2.10
H 0.78 3.93 -1.26
C -1.14 -3.04 -2.10
H -0.98 -3.64 -1.19
H -1.00 -3.64 -3.01
H -2.14 -2.60 -2.05
C 1.75 -2.35 -2.29
H 2.51 -1.57 -2.11
H 1.86 -2.75 -3.31
H 1.89 -3.15 -1.54
Ti 0.57 0.08 -0.70
C 0.57 1.66 -6.38
C -0.76 1.74 -6.26
C -1.73 1.01 -7.13
C -1.33 -0.45 -7.49
C -0.59 -1.19 -6.42
C 0.74 -1.28 -6.32
C 1.70 -0.51 -7.18
C 1.29 0.95 -7.49
C 0.23 -1.53 0.73
H 1.23 2.25 -5.72
H -1.24 2.48 -5.60
H -1.85 1.58 -8.07
H -2.73 0.99 -6.66
H -2.26 -1.00 -7.69
H -0.76 -0.45 -8.43
H -1.25 -1.80 -5.78
H 1.22 -2.07 -5.74
H 1.82 -1.05 -8.13
H 2.70 -0.51 -6.71
H 2.21 1.51 -7.69
H 0.69 0.98 -8.40
H 0.77 -1.14 1.60
H 0.61 -2.53 0.50
H -0.82 -1.60 1.04
Cl -0.69 1.28 0.79



15
Properties=species:S:1:pos:R:3 method="wB97M-V/def2-TZVPD" spin_multiplicity=6 s2=9.139 e_homo_ev="-19.68 / -20.84" total_charge=+3 e_lumo_ev="-14.05 / -12.94" de_lowest_ev=6.2756 gap_ev="5.63 / 7.90"
O -0.14 1.24 -4.29
C -1.30 1.04 -3.92
O -1.63 0.76 -2.74
Li -3.00 -0.13 -1.82
Pm 0.75 0.61 -2.34
C 1.36 0.90 0.31
C 1.79 -0.27 0.79
H 0.88 1.82 0.65
H 2.72 -0.74 0.47
O -0.55 -1.96 2.78
C -0.11 -1.11 1.93
O -0.66 0.04 1.81
O 1.09 -1.29 1.53
H -1.47 -1.79 3.03
H 0.28 0.88 1.81



14
Properties=species:S:1:pos:R:3 method="wB97M-V/def2-TZVPD" spin_multiplicity=1 e_homo_ev=-9.43 smiles="O=C1CNCC1=O.[H][H]" total_charge=0 e_lumo_ev=-0.53 de_lowest_ev=2.6035 gap_ev=8.90
O 2.33 -0.14 -0.43
C 1.14 -0.06 -0.35
C 0.27 1.19 -0.35
N -1.04 0.71 0.10
C -1.24 -0.66 -0.37
C 0.16 -1.26 -0.30
O 0.48 -2.42 -0.26
H 0.67 1.95 0.33
H 0.30 1.60 -1.37
H -1.79 1.33 -0.19
H -1.57 -0.74 -1.42
H -1.94 -1.21 0.26
H 1.48 -0.22 2.12
H 0.76 -0.09 2.23



18
Properties=species:S:1:pos:R:3 method="wB97M-V/def2-TZVPD" spin_multiplicity=1 e_homo_ev=-9.07 smiles=C[C@H](N)CN.O total_charge=0 e_lumo_ev=0.53 de_lowest_ev=0.1100 gap_ev=9.60
C 1.54 1.01 0.35
C 0.48 -0.07 0.20
N -0.87 0.40 0.48
C 0.77 -1.30 1.06
N -0.05 -2.45 0.72
H 2.50 0.57 0.10
H 1.37 1.87 -0.29
H 1.62 1.33 1.37
H 0.43 -0.39 -0.84
H -0.81 1.11 1.19
H -1.17 0.86 -0.36
H 0.61 -1.02 2.10
H 1.82 -1.54 0.94
H 0.16 -2.67 -0.25
H -1.00 -2.08 0.59
O -1.61 1.82 -2.28
H -1.49 2.03 -3.21
H -1.33 2.66 -1.88



17
Properties=species:S:1:pos:R:3 method="wB97M-V/def2-TZVPD" spin_multiplicity=1 e_homo_ev=-7.75 smiles="C=C1C=CN[C@H]1NC#CF" total_charge=0 e_lumo_ev=0.71 de_lowest_ev=3.5645 gap_ev=8.46
C 0.82 -1.77 -0.54
C 0.12 -0.69 -0.07
C -1.11 -0.51 0.67
C -1.54 0.79 0.40
N -0.69 1.53 -0.37
C 0.49 0.76 -0.57
N 1.53 1.21 0.33
C 2.72 0.67 0.20
C 3.74 0.02 0.25
F 5.02 -0.15 -0.16
H 1.67 -1.64 -1.25
H 0.87 -2.75 -0.16
H -1.65 -1.16 1.28
H -2.48 1.27 0.92
H -0.75 2.52 -0.64
H 1.09 0.77 -1.47
H 1.29 1.41 1.24



66
Properties=species:S:1:pos:R:3 method="wB97M-V/def2-TZVPD" spin_multiplicity=1 e_homo_ev="-7.19 / -7.19" total_charge=0 e_lumo_ev="-1.52 / -1.47" de_lowest_ev=2.2810 gap_ev="5.67 / 5.72"
O 0.84 -2.02 -1.95
C 0.48 -3.39 -2.24
C 1.47 -3.47 -3.41
H -0.59 -3.43 -2.43
H 0.69 -4.04 -1.40
C 1.67 -1.94 -3.12
H 0.99 -3.71 -4.36
H 2.36 -4.05 -3.07
C 1.21 -0.87 -4.08
H 0.16 -0.92 -4.35
H 1.83 -0.97 -4.98
H 1.37 0.12 -3.66
C 3.11 -1.61 -2.77
H 3.54 -2.36 -2.08
H 3.18 -0.64 -2.28
H 3.71 -1.58 -3.69
Bi -1.53 0.48 0.92
C 1.71 -0.27 1.80
C 0.29 -0.54 2.05
C -0.02 -1.74 1.28
H -0.15 -0.27 3.00
C 1.20 -2.25 0.78
C 2.21 -1.23 0.92
H 3.22 -1.26 0.50
H 2.29 0.46 2.35
H -1.02 -2.17 1.19
H 1.43 -3.31 0.59
C 1.45 2.47 0.92
C 2.49 1.83 0.23
C 2.01 1.49 -1.07
H 3.50 1.66 0.59
C 0.71 1.98 -1.18
C 0.26 2.34 0.13
H -0.75 2.67 0.41
H 1.51 3.02 1.87
H 2.59 1.01 -1.86
H 0.17 2.21 -2.10
O -2.72 -1.03 -2.72
C -2.21 -1.69 -3.91
C -3.31 -2.51 -4.64
H -1.40 -2.39 -3.61
H -1.75 -1.01 -4.65
C -4.50 -2.54 -3.64
H -2.98 -3.51 -4.89
H -3.60 -2.08 -5.61
C -4.02 -1.67 -2.42
H -4.75 -3.56 -3.29
H -5.45 -2.18 -4.09
H -3.87 -2.39 -1.57
H -4.84 -0.92 -2.18
O 0.76 0.44 6.15
S -0.47 1.18 6.06
O -1.48 1.06 7.08
N -1.10 0.94 4.51
C -1.08 2.03 3.77
O -1.44 2.02 2.52
C -0.56 3.22 4.45
C -0.36 4.52 3.96
C 0.17 5.49 4.82
C 0.44 5.19 6.16
C 0.25 3.88 6.64
C -0.22 2.91 5.76
H -0.64 4.75 2.93
H 0.33 6.50 4.42
H 0.79 5.97 6.84
H 0.44 3.62 7.68



Per-record maximum force, eV Å⁻¹: 4.08 4.39 0.62 0.90 3.69 3.26